DFT (ωB97M-V/def2-TZVPD) results for a molecular structure, H12MnO6 in a non-equilibrium geometry.

## Properties
Multiplicity = 6
Frontier orbital gap (spin up / spin down) = 11.131 / 12.997 eV
Energy relative to the best compared isomer or geometry (same formula, charge and spin) = 0.480 eV
F_max = 1.4 eV/Å
<S²> = 8.752
Net charge = +2
Electronic energy = -43786.8674 eV
LUMO (spin up / spin down) = -7.059 / -7.041 eV
Highest occupied orbital energy (spin up / spin down) = -18.19 / -20.04 eV

Atoms and positions in Å:
Mn  0.058  -0.044  0.014
O  1.823  -0.555  1.125
H  1.950  -1.382  1.620
H  2.562  0.015  1.398
O  -1.805  0.629  -1.090
H  -1.548  1.271  -1.769
H  -2.774  0.617  -1.123
O  0.653  -1.335  -1.553
H  0.392  -2.095  -2.098
H  1.618  -1.277  -1.655
O  -0.897  1.386  1.485
H  -1.790  1.129  1.762
H  -0.616  2.052  2.134
O  1.068  1.457  -1.100
H  0.573  2.293  -1.170
H  2.002  1.729  -1.098
O  -0.867  -1.698  0.850
H  -0.730  -2.052  1.745
H  -1.672  -2.140  0.527

=====

DFT (ωB97M-V/def2-TZVPD) results for a molecular structure, C33H45CsFIN3P2S in a non-equilibrium geometry.

## Properties
Multiplicity = 1
Frontier orbital gap = 5.956 eV
F_max = 6.6 eV/Å
Net charge = +1
Electronic energy = -80163.1450 eV
LUMO = -3.232 eV
Highest occupied orbital energy = -9.19 eV

Atoms and positions in Å:
C  6.871  -0.030  -0.918
C  5.908  -0.956  -0.263
C  4.677  -0.503  0.721
C  3.406  0.203  -0.048
C  3.186  1.856  0.074
C  4.250  2.741  0.974
C  3.540  2.988  2.436
C  3.181  1.613  3.265
C  2.198  1.865  4.552
N  0.905  1.081  4.538
C  -0.375  1.555  5.236
C  -1.648  0.492  5.104
C  -1.041  -0.742  4.212
C  0.523  -0.264  3.961
C  1.928  2.662  -0.649
C  1.723  4.295  -0.503
C  0.864  1.746  -1.495
C  1.047  0.091  -1.600
C  2.331  -0.721  -0.900
P  2.434  -2.614  -1.130
C  2.543  -3.562  0.524
C  3.776  -3.141  -2.383
N  0.075  -0.769  -2.377
C  0.395  -0.594  -3.845
C  -0.136  -1.836  -4.795
C  0.846  -3.158  -4.773
F  -0.004  -4.332  -5.099
C  -1.371  -0.473  -2.048
C  -2.399  -1.700  -1.696
N  -1.809  -3.112  -1.677
C  -4.002  -1.369  -1.372
C  -4.624  0.181  -1.379
P  -6.494  0.368  -1.041
C  -6.901  1.826  0.123
C  -5.805  2.097  1.312
C  -7.164  -1.192  -0.087
C  -6.951  -1.096  1.537
C  -3.563  1.391  -1.713
I  -4.222  3.476  -1.785
C  -1.981  1.084  -2.025
S  -0.677  2.433  -2.391
H  6.470  0.814  -1.636
H  8.025  -0.155  -0.640
H  6.088  -2.120  -0.445
H  5.138  0.142  1.594
H  4.273  -1.496  1.245
H  4.445  3.799  0.458
H  5.331  2.244  1.048
H  4.259  3.619  3.117
H  2.522  3.602  2.355
H  2.736  0.757  2.603
H  4.204  1.184  3.705
H  2.752  1.613  5.552
H  1.969  3.035  4.582
H  -0.526  2.565  5.839
H  -2.742  0.572  5.512
H  -1.516  -1.736  3.815
H  1.304  -0.924  3.349
H  2.293  4.663  0.453
H  0.580  4.540  -0.347
H  2.158  4.827  -1.455
H  2.056  -4.631  0.384
H  3.608  -3.593  1.008
H  1.842  -2.988  1.298
H  3.415  -2.741  -3.446
H  4.867  -2.817  -2.111
H  3.740  -4.323  -2.440
H  1.581  -0.575  -3.980
H  0.000  0.397  -4.327
H  -0.097  -1.420  -5.913
H  -1.249  -2.057  -4.509
H  1.226  -3.283  -3.673
H  1.736  -3.118  -5.534
H  -0.941  -3.091  -1.063
H  -2.464  -3.792  -1.229
H  -4.668  -2.329  -1.159
H  -7.073  2.777  -0.575
H  -7.976  1.598  0.587
H  -4.994  1.241  1.408
H  -5.325  3.176  1.198
H  -6.415  2.141  2.337
H  -8.337  -1.217  -0.272
H  -6.745  -2.199  -0.509
H  -7.733  -0.335  2.019
H  -7.220  -2.149  2.018
H  -5.881  -0.743  1.875
Cs  -2.153  0.643  -4.675

=====

DFT (ωB97M-V/def2-TZVPD) results for a single C6H12O molecule.

## Properties
Multiplicity = 1
Frontier orbital gap = 10.417 eV
Energy relative to the best compared isomer or geometry (same formula, charge and spin) = 1.512 eV
F_max = 0.3 eV/Å
Electronic energy = -8462.8421 eV
LUMO = 1.132 eV
Highest occupied orbital energy = -9.28 eV

Atoms and positions in Å:
C  2.842  0.485  0.209
C  1.419  0.312  -0.277
O  0.535  0.144  0.830
C  -0.393  -0.871  0.611
C  -1.768  -0.734  1.181
C  -1.563  -0.640  -0.311
C  -1.732  0.709  -0.978
H  3.143  -0.384  0.802
H  2.944  1.389  0.816
H  3.504  0.574  -0.660
H  1.352  -0.568  -0.923
H  1.113  1.194  -0.859
H  0.042  -1.875  0.608
H  -1.999  0.192  1.700
H  -2.231  -1.614  1.619
H  -1.868  -1.488  -0.919
H  -1.207  0.766  -1.941
H  -2.792  0.906  -1.170
H  -1.343  1.505  -0.336

=====

DFT (ωB97M-V/def2-TZVPD) results for 8 unconnected molecules or ions with the total composition C21H50F36NOP7 in a non-equilibrium geometry.

## Properties
Multiplicity = 2
Frontier orbital gap (spin up / spin down) = 8.332 / 3.667 eV
F_max = 4.4 eV/Å
<S²> = 0.754
Net charge = -3
Electronic energy = -189011.3658 eV
LUMO (spin up / spin down) = 3.525 / -1.141 eV
Highest occupied orbital energy (spin up / spin down) = -4.81 / -4.81 eV

Atoms and positions in Å:
C  0.599  1.351  -3.656
N  0.271  1.563  -2.174
C  0.768  0.473  -1.201
C  1.023  2.897  -1.696
C  -1.236  1.869  -2.036
C  -2.194  0.738  -2.307
O  -2.162  -0.139  -1.188
H  0.136  0.474  -4.109
H  1.686  1.277  -3.689
H  0.325  2.238  -4.227
H  0.617  0.687  -0.143
H  1.843  0.489  -1.386
H  0.366  -0.516  -1.421
H  2.099  2.752  -1.792
H  0.738  3.067  -0.658
H  0.588  3.712  -2.274
H  -1.380  2.739  -2.676
H  -1.347  2.238  -1.016
H  -1.930  0.273  -3.257
H  -3.166  1.223  -2.215
H  -2.867  -0.778  -1.315
C  -4.526  -3.493  2.270
C  -2.984  -3.275  2.598
C  -2.919  -2.817  4.003
C  -1.397  -2.862  4.475
P  -0.037  -1.999  3.594
C  0.268  -2.656  1.891
C  0.668  -4.122  1.753
C  1.104  -4.484  0.393
C  -0.016  -4.315  -0.714
C  -0.360  -0.189  3.504
C  -1.289  0.228  2.434
C  -1.658  1.691  2.393
C  -2.322  2.370  3.490
C  1.473  -2.377  4.670
C  2.777  -1.802  4.053
C  4.067  -1.943  4.919
C  5.204  -1.144  4.350
H  -5.078  -2.558  2.373
H  -5.001  -4.369  2.710
H  -4.563  -3.656  1.193
H  -2.509  -2.488  2.013
H  -2.468  -4.230  2.491
H  -3.543  -3.400  4.680
H  -3.281  -1.789  4.034
H  -1.109  -3.913  4.497
H  -1.243  -2.560  5.511
H  0.925  -1.895  1.470
H  -0.634  -2.423  1.325
H  -0.081  -4.835  2.098
H  1.560  -4.239  2.369
H  1.445  -5.518  0.452
H  1.940  -3.878  0.046
H  -0.882  -4.924  -0.454
H  0.313  -4.620  -1.707
H  -0.383  -3.289  -0.729
H  0.641  0.219  3.370
H  -0.744  0.254  4.423
H  -2.265  -0.257  2.420
H  -0.827  -0.111  1.507
H  -2.214  1.767  1.458
H  -0.771  2.284  2.171
H  -3.029  1.805  4.098
H  -2.741  3.300  3.104
H  -1.607  2.700  4.244
H  1.564  -3.462  4.624
H  1.299  -1.982  5.671
H  2.700  -0.727  3.892
H  2.983  -2.292  3.101
H  4.272  -3.012  4.886
H  3.897  -1.727  5.974
H  5.179  -1.209  3.263
H  6.176  -1.423  4.756
H  5.161  -0.130  4.749
P  -1.208  5.910  -0.105
F  -1.799  4.861  -1.171
F  -1.371  7.150  -1.209
F  -2.715  6.221  0.498
F  -0.483  6.861  1.019
F  -1.056  4.670  0.919
F  0.337  5.611  -0.611
P  -4.857  -2.004  -2.377
F  -4.485  -1.420  -0.943
F  -4.344  -0.727  -3.200
F  -3.437  -2.707  -2.245
F  -5.112  -2.907  -3.740
F  -5.455  -3.207  -1.562
F  -6.368  -1.352  -2.341
P  4.000  3.983  -4.501
F  3.116  3.031  -5.483
F  3.930  2.723  -3.450
F  5.414  3.291  -5.005
F  4.909  4.963  -3.593
F  4.051  5.191  -5.696
F  2.541  4.623  -3.941
P  2.608  -2.262  -3.685
F  2.739  -3.792  -3.032
F  4.167  -2.186  -3.886
F  2.473  -2.890  -5.193
F  2.604  -0.812  -4.327
F  1.013  -2.297  -3.372
F  2.810  -1.550  -2.170
P  3.465  2.192  1.614
F  4.504  0.913  1.607
F  3.442  2.276  -0.019
F  2.266  1.095  1.704
F  2.264  3.265  1.582
F  3.467  2.089  3.274
F  4.704  3.303  1.515
P  -2.287  2.727  -6.347
F  -2.000  1.502  -5.292
F  -1.895  3.878  -5.284
F  -0.762  2.559  -6.914
F  -2.485  3.893  -7.423
F  -2.769  1.592  -7.479
F  -3.849  2.890  -5.859